Record 1
Formula: C15H20FOTm
Source: the OMol25 dataset
Level of theory: ωB97M-V/def2-TZVPD

Structure (XYZ):
```
38
Properties=species:S:1:pos:R:3
Tm 0.08505 -0.13213 -0.10617
C -0.45555 2.11665 1.18563
C 0.42765 2.54060 0.15661
C -0.20811 2.32894 -1.09416
H 1.41697 3.00003 0.31956
C -1.49221 1.76627 -0.84805
C -1.64924 1.64109 0.56098
H -2.57494 1.35698 1.08347
H -0.28613 2.20627 2.27025
H 0.18199 2.62417 -2.08058
H -2.27626 1.57397 -1.59677
C 0.43120 -1.55638 2.03043
C -0.84000 -0.90671 2.12886
C -1.69844 -1.45828 1.11935
H -1.14356 -0.20381 2.91527
C -0.96232 -2.45689 0.42337
C 0.34769 -2.51619 0.97077
H 1.14546 -3.19649 0.65169
H 1.28064 -1.39844 2.70400
H -2.76098 -1.23114 0.97424
H -1.37164 -3.11799 -0.35073
O -0.83543 -1.33883 -2.09857
C -1.61865 -2.14381 -3.11616
C -0.40895 -1.90086 -4.19385
C -2.84709 -1.29734 -3.27012
C -1.83415 -3.60158 -2.97989
C 0.53744 -1.56410 -2.96516
H -0.60395 -0.89888 -4.66904
H -0.02868 -2.76070 -4.68621
H 1.00114 -2.46173 -2.46871
H 1.27628 -0.72727 -3.06919
H -3.24390 -1.32602 -4.32378
H -2.65676 -0.24451 -2.98565
H -3.65232 -1.77111 -2.62817
H -2.06197 -4.10761 -3.95798
H -2.73871 -3.81744 -2.35875
H -0.95094 -4.12579 -2.56371
F 2.14197 0.04134 0.06364
```

Results
E_LUMO (alpha / beta), eV: 5.090 / 5.042
Energy above the lowest of the compared OMol25 structures with the same formula, charge and spin, eV: 3.2923
Total charge: -2
Spin multiplicity: 3



Record 2
Formula: C15H20IrN3O3S
Source: the OMol25 dataset
Level of theory: ωB97M-V/def2-TZVPD

Structure (XYZ):
```
43
Properties=species:S:1:pos:R:3
Ir 1.07385 0.26110 1.21779
N 1.27006 -0.37006 3.44705
N 0.38787 -1.44833 3.57991
C 0.14817 -2.22936 2.47193
O -0.42926 -3.25926 2.50362
O 0.63152 -1.63219 1.33961
H 2.24571 -0.67024 3.48498
H 1.12432 0.31281 4.18741
H 0.12092 -1.77791 4.49689
N 0.23981 1.70484 0.03407
S -1.18607 1.64657 -0.76687
C -1.01682 0.44325 -2.10814
C -0.69693 -0.93105 -1.85998
C -0.60142 -1.86164 -2.93971
C -0.79000 -1.42991 -4.21949
C -1.12564 -0.06215 -4.46006
C -1.21635 0.89100 -3.36878
C -2.24066 0.69494 0.30498
C -1.98967 0.64466 1.67327
C -2.86471 -0.07272 2.48242
C -3.98135 -0.68913 1.93430
C -4.22968 -0.60383 0.57162
C -3.36652 0.10526 -0.25481
H 0.70600 2.59525 -0.12012
H -0.55452 -1.29798 -0.84558
H -0.37809 -2.89959 -2.72863
H -0.66485 -2.10825 -5.05305
H -1.30022 0.28378 -5.47417
H -1.44832 1.92975 -3.58132
H -1.24828 1.28756 2.13700
H -2.71014 -0.10150 3.55230
H -4.67617 -1.21409 2.57565
H -5.09633 -1.08992 0.14499
H -3.57855 0.18386 -1.31601
C 5.21128 1.49963 -0.58817
C 3.74261 1.75464 -0.37980
O 3.16190 0.72520 0.51696
H 5.62678 2.30127 -1.19844
H 5.39506 0.55630 -1.10423
H 5.75271 1.48920 0.35823
H 3.19865 1.73224 -1.32243
H 3.56895 2.71888 0.08954
H 3.78438 -0.01288 0.58525
```

Results
E_LUMO (alpha / beta), eV: -10.620 / -14.126
Total charge: +3
Spin multiplicity: 6



Record 3
Formula: C15H20IrN7O2S2
Source: the OMol25 dataset
Level of theory: ωB97M-V/def2-TZVPD

Structure (XYZ):
```
47
Properties=species:S:1:pos:R:3
Ir -0.31797 0.05703 0.14358
C 3.23201 -5.02184 0.60092
C 2.55008 -3.70551 0.70736
C 2.67078 -2.83448 1.75704
C 1.97853 -1.61439 1.74796
N 1.22890 -1.28660 0.68620
C 1.08023 -2.15907 -0.33632
S -0.02509 -1.64378 -1.50928
N 1.74314 -3.33166 -0.32273
C 2.05195 -0.69449 2.90759
H 3.70835 -5.28422 1.54087
H 3.99791 -4.98053 -0.17715
H 2.52088 -5.80521 0.33381
H 3.29103 -3.09305 2.60150
H 1.59100 -3.97017 -1.09614
H 1.18286 -0.87591 3.54629
H 2.00636 0.34384 2.59342
H 2.95008 -0.87554 3.49326
O -1.14971 -0.50531 2.97243
N -1.75106 -1.31885 2.34824
O -1.50213 -1.32729 1.03741
C -5.50215 -0.21591 -1.23740
C -4.22026 0.53238 -1.13574
C -3.87276 1.81065 -1.52126
C -2.53112 1.98055 -1.17201
N -2.07165 0.85722 -0.60653
N -3.11669 -0.01136 -0.60516
C -1.72929 3.20906 -1.43727
H -6.32437 0.47664 -1.39700
H -5.70066 -0.78372 -0.32887
H -5.47569 -0.91100 -2.07718
H -4.51057 2.54211 -1.98668
H -3.01143 -0.88765 -0.10826
H -2.33088 4.08970 -1.21805
H -1.44725 3.25978 -2.49041
H -0.83580 3.26531 -0.82842
S -0.02388 1.89683 1.68037
C 0.98218 2.38607 0.42871
N 1.75743 3.49136 0.33347
C 2.47676 3.77020 -0.78029
C 2.44187 2.91473 -1.84182
C 1.65005 1.76443 -1.71970
N 0.95683 1.51952 -0.62626
H 1.77319 4.13247 1.11957
H 3.05501 4.68360 -0.76193
H 3.00237 3.11834 -2.74038
H 1.57061 1.03572 -2.51776
```

Results
E_LUMO, eV: -7.029
Energy above the lowest of the compared OMol25 structures with the same formula, charge and spin, eV: 0.0000
Total charge: +2



Record 4
Formula: C15H20N2O3S
Source: the OMol25 dataset
Level of theory: ωB97M-V/def2-TZVPD

Structure (XYZ):
```
41
Properties=species:S:1:pos:R:3
C 4.41054 1.71005 0.33858
H 4.54222 2.10736 1.34303
O 3.02605 1.70707 0.09338
C 2.65997 1.27418 -1.19334
C 2.59637 -0.26014 -1.33289
N 1.41992 -0.80524 -0.71293
C 0.17203 -0.76324 -1.25376
C -0.70620 -1.33219 -0.35454
C 0.04020 -1.72020 0.79293
C 1.34257 -1.38044 0.54649
C 2.53890 -1.54180 1.41648
H 3.29268 -2.17877 0.95021
H 2.23685 -2.00266 2.35177
H 2.98610 -0.57334 1.63833
C -0.51966 -2.38881 2.00332
H -0.50161 -1.71906 2.86423
H 0.06059 -3.27495 2.25611
H -1.54461 -2.68916 1.80477
S -2.42655 -1.42850 -0.68438
O -2.59827 -1.47751 -2.12458
O -3.04427 -2.47485 0.08926
C -3.08518 0.14938 -0.12074
C -3.77191 0.95977 -1.00178
C -4.27251 2.17344 -0.55925
C -4.07593 2.56140 0.75618
C -3.38223 1.74082 1.63248
C -2.88291 0.52663 1.19256
H -2.34471 -0.13228 1.85474
H -3.23203 2.04790 2.65675
H -4.46623 3.50745 1.10172
H -4.81556 2.81392 -1.23814
H -3.90640 0.62382 -2.01811
N -0.12730 -0.17312 -2.46482
H 0.56387 -0.31220 -3.18963
H -1.05711 -0.46598 -2.75904
H 3.47603 -0.71410 -0.87417
H 2.59511 -0.51514 -2.39787
H 3.35572 1.67882 -1.94265
H 1.66196 1.68214 -1.37414
H 4.84716 0.70569 0.29095
H 4.93632 2.35385 -0.37749
```

Results
E_LUMO, eV: 0.637
SMILES string: COCCn1c(C)c(C)c(S(=O)(=O)c2ccccc2)c1N
Energy above the lowest of the compared OMol25 structures with the same formula, charge and spin, eV: 2.2584



Record 5
Formula: C15H20N2O4S
Source: the OMol25 dataset
Level of theory: ωB97M-V/def2-TZVPD

Structure (XYZ):
```
42
Properties=species:S:1:pos:R:3
C 2.60905 3.81675 -0.49885
H 1.78455 4.42673 -0.13948
H 2.69734 3.88828 -1.58476
H 3.54962 4.13890 -0.04897
O 2.31192 2.47961 -0.11497
C 3.22724 1.56290 -0.42878
O 4.23827 1.80067 -1.03430
C 2.83432 0.17313 0.06287
N 1.49172 0.14938 0.57580
C 1.23889 -0.38370 1.80199
O 2.10684 -0.70971 2.58425
N -0.09332 -0.54859 2.12620
C -1.23483 -0.20999 1.41542
C -2.34585 -1.05521 1.47612
C -3.49366 -0.74519 0.78548
C -3.58439 0.42067 0.01930
C -2.48741 1.28156 -0.00614
C -1.33188 0.97722 0.68398
H -0.51179 1.67926 0.68967
H -2.52991 2.20833 -0.55677
C -4.84850 0.67630 -0.70835
O -5.78839 -0.08531 -0.63102
C -4.91667 1.92564 -1.55547
H -5.88592 1.97089 -2.04535
H -4.79026 2.80730 -0.93095
H -4.13246 1.91384 -2.30899
H -4.35052 -1.40135 0.81579
H -2.28888 -1.96122 2.06096
H -0.22572 -1.17286 2.91072
H 0.74172 0.17077 -0.09767
C 3.05732 -0.84974 -1.06341
C 2.65913 -2.25808 -0.64213
H 3.13174 -3.00784 -1.27523
H 2.93207 -2.44206 0.39617
S 0.85682 -2.55523 -0.73614
C 0.69682 -2.92249 -2.50681
H 1.05227 -2.08185 -3.09594
H -0.35901 -3.08514 -2.69499
H 1.25982 -3.82096 -2.74395
H 4.11433 -0.82673 -1.33278
H 2.48364 -0.54690 -1.94364
H 3.48914 -0.07266 0.91115
```

Results
E_LUMO, eV: 0.207
SMILES string: COC(=O)[C@H](CCSC)NC(=O)Nc1ccc(C(C)=O)cc1
Energy above the lowest of the compared OMol25 structures with the same formula, charge and spin, eV: 0.7826



Record 6
Formula: C15H20N2O4S
Source: the OMol25 dataset
Level of theory: ωB97M-V/def2-TZVPD

Structure (XYZ):
```
42
Properties=species:S:1:pos:R:3
C 4.14525 -1.36263 4.10233
H 4.64857 -2.32393 4.16847
H 3.10330 -1.48897 4.38008
H 4.61090 -0.68231 4.81208
C 4.24577 -0.80672 2.68678
C 3.45777 0.47818 2.52442
H 3.59755 1.15994 3.35921
H 3.67782 0.98805 1.59125
S 1.67902 0.13608 2.43101
O 1.02129 1.35925 2.05157
O 1.22122 -0.52809 3.61571
N 1.62470 -0.92922 1.12859
H 1.29281 -0.42289 0.31909
C 0.89832 -2.16718 1.32829
H 1.27324 -2.60079 2.25557
C -0.62180 -1.96717 1.44170
C -1.16435 -1.31270 0.20867
C -1.27933 0.03023 0.08503
C -1.76591 0.63610 -1.11177
C -1.89378 2.01769 -1.27516
C -2.37930 2.55691 -2.44373
C -2.75703 1.71651 -3.49906
C -2.63187 0.33967 -3.35996
C -2.14039 -0.20475 -2.17997
N -2.00100 -1.55656 -2.02311
C -1.51616 -2.19611 -0.90029
O -1.40845 -3.41061 -0.89194
H -2.26414 -2.16112 -2.79267
H -2.92391 -0.29451 -4.18235
O -3.24939 2.14476 -4.68938
C -3.41422 3.52733 -4.90042
H -4.11571 3.96287 -4.18223
H -3.82301 3.62300 -5.90501
H -2.45918 4.05918 -4.84728
H -2.46566 3.62737 -2.53514
H -1.60030 2.66325 -0.46126
H -0.99514 0.67793 0.90386
H -1.08578 -2.94731 1.56052
H -0.82082 -1.35169 2.31957
H 1.12702 -2.83525 0.49390
H 3.85753 -1.53436 1.97199
H 5.29457 -0.61941 2.44104
```

Results
E_LUMO, eV: 0.412
SMILES string: CCCS(=O)(=O)NCCc1cc2ccc(OC)cc2[nH]c1=O
Energy above the lowest of the compared OMol25 structures with the same formula, charge and spin, eV: 1.5337